{
  "formula": "C22H22N6O3",
  "method": "wB97M-V/def2-TZVPD",
  "relative_energy_kj_mol": 0.3,
  "lumo_energy_ev": 0.635,
  "smiles": "COc1ccc(CC(=O)NNc2ncnc3c2cnn3-c2ccc(C)cc2)cc1OC",
  "energy_ev": -38253.37060,
  "elements": ["C", "O", "C", "C", "C", "C", "C", "C", "O", "N", "N", "C", "N", "C", "N", "C", "C", "C", "N", "N", "C", "C", "C", "C", "C", "C", "C", "C", "C", "O", "C", "H", "H", "H", "H", "H", "H", "H", "H", "H", "H", "H", "H", "H", "H", "H", "H", "H", "H", "H", "H", "H", "H"],
  "xyz": [[-5.596939, 0.174967, -3.324887], [-5.327788, 0.444766, -1.972393], [-4.860287, -0.571304, -1.175653], [-4.636022, -1.859911, -1.644073], [-4.179713, -2.868875, -0.814416], [-3.938822, -2.615566, 0.525394], [-3.403709, -3.690206, 1.428803], [-1.886515, -3.770501, 1.351269], [-1.250381, -4.797531, 1.222397], [-1.281112, -2.571188, 1.495721], [0.099747, -2.468806, 1.387367], [0.659574, -1.288994, 1.071377], [-0.148205, -0.224940, 1.006523], [0.389429, 0.961381, 0.756854], [1.652561, 1.260948, 0.559163], [2.472945, 0.204682, 0.622143], [2.044520, -1.123320, 0.872637], [3.234713, -1.882444, 0.842514], [4.262594, -1.110921, 0.604838], [3.820447, 0.155081, 0.469562], [4.725130, 1.193018, 0.217271], [4.290119, 2.505867, 0.080920], [5.213270, 3.504893, -0.165392], [6.569044, 3.224448, -0.280312], [7.566252, 4.315466, -0.525260], [6.985855, 1.904748, -0.141463], [6.079600, 0.893721, 0.104751], [-4.153170, -1.329724, 0.999031], [-4.605689, -0.297611, 0.182179], [-4.759428, 0.886391, 0.835310], [-5.089606, 2.073299, 0.149789], [-5.956328, 1.115469, -3.740520], [-6.372972, -0.588957, -3.438419], [-4.695914, -0.135676, -3.863607], [-4.821994, -2.092802, -2.679878], [-4.016367, -3.856140, -1.218132], [-3.795771, -4.668329, 1.149126], [-3.676713, -3.487181, 2.466010], [-1.747901, -1.672075, 1.433518], [0.564876, -3.361752, 1.280366], [-0.309475, 1.786172, 0.711600], [3.369241, -2.936353, 0.984029], [3.239716, 2.730625, 0.168139], [4.870044, 4.523973, -0.270662], [8.354369, 3.975704, -1.193849], [8.031257, 4.613204, 0.415182], [7.087820, 5.190411, -0.958255], [8.036228, 1.666849, -0.228155], [6.399213, -0.130231, 0.212285], [-3.992219, -1.086805, 2.038860], [-5.069553, 2.852933, 0.911364], [-6.086240, 2.022797, -0.292878], [-4.359728, 2.306329, -0.628087]],
  "forces_ev_per_angstrom": [[-0.048, -0.041, -0.230], [0.134, -0.115, 0.487], [-0.044, 0.168, -0.037], [-0.018, 0.087, -0.065], [0.009, 0.008, 0.097], [-0.198, 0.108, -0.037], [0.109, -0.077, -0.090], [-0.078, 0.190, 0.142], [0.208, -0.288, -0.061], [0.204, 0.616, 0.021], [-0.045, -0.621, -0.006], [-0.045, 0.347, 0.052], [-0.282, -0.731, 0.142], [0.175, 0.290, -0.080], [0.197, 0.402, -0.075], [-0.753, -0.918, 0.205], [0.148, 0.813, -0.183], [-0.017, 0.196, -0.018], [0.443, -0.584, 0.035], [-0.823, -0.265, 0.127], [0.661, 0.595, -0.155], [-0.135, -0.118, 0.041], [0.233, -0.108, -0.014], [-0.046, 0.032, -0.038], [0.018, -0.008, 0.082], [-0.154, 0.109, -0.001], [-0.108, -0.103, 0.035], [-0.170, 0.039, -0.227], [0.090, -0.035, 0.052], [0.011, -0.421, 0.004], [-0.120, 0.503, -0.131], [0.019, -0.097, -0.031], [0.045, 0.017, -0.001], [-0.040, -0.007, 0.023], [-0.035, 0.032, -0.107], [0.015, -0.129, -0.051], [0.096, 0.042, 0.067], [-0.024, -0.062, 0.008], [0.050, -0.180, -0.071], [-0.120, 0.146, 0.012], [-0.061, 0.079, -0.002], [0.127, -0.225, 0.021], [0.023, 0.051, -0.013], [-0.040, 0.098, -0.020], [0.071, 0.046, -0.054], [0.074, 0.084, 0.009], [0.026, 0.081, -0.041], [0.105, -0.041, -0.017], [0.049, -0.033, -0.003], [0.018, 0.040, 0.166], [0.000, -0.036, -0.069], [0.104, 0.028, 0.044], [-0.057, -0.004, 0.055]]
}